Computed, not measured: a structure of composition C15H10Cl3N5O5Pt at a distorted geometry, with ωB97M-V/def2-TZVPD.

Properties
HOMO energy: -0.2771 Ha
lowest unoccupied orbital energy: -0.01720 hartree
max |F|: 1.7 eV/Å
electronic energy: -74216.237 eV
energy above the lowest of the compared OMol25 structures with the same formula, charge and spin: 95.5 kJ/mol

Each line ends with the Löwdin charge.
Cartesian coordinates (Å):
Pt1 0.105 -0.538 0.334  1.092
Cl1 1.958 5.127 -3.948  0.655
C1 1.885 3.710 -2.954  -0.692
C2 0.705 3.384 -2.314  -0.145
C3 0.662 2.264 -1.507  -0.576
Cl2 -0.819 1.851 -0.716  0.689
C4 1.775 1.420 -1.284  -0.474
O1 1.805 0.390 -0.494  -0.269
C5 2.944 1.795 -1.997  -0.595
Cl3 4.331 0.790 -1.804  0.710
C6 3.008 2.912 -2.802  -0.138
H1 -0.172 4.003 -2.441  0.104
H2 3.930 3.159 -3.310  0.105
O2 -1.164 -2.307 0.664  -0.101
C7 -1.254 -2.474 -0.588  -0.604
O3 -0.691 -1.639 -1.358  -0.086
C8 -2.005 -3.615 -1.157  -0.138
C9 -2.322 -4.703 -0.359  -0.011
C10 -3.001 -5.804 -0.879  0.023
C11 -3.346 -5.753 -2.207  -0.205
O4 -4.006 -6.687 -2.950  0.041
C12 -4.095 -6.160 -4.271  -0.130
O5 -3.505 -4.868 -4.273  0.040
C13 -3.036 -4.657 -3.005  -0.193
C14 -2.359 -3.575 -2.515  0.085
H3 -2.027 -4.689 0.681  0.119
H4 -3.244 -6.661 -0.266  0.122
H5 -5.144 -6.089 -4.566  0.138
H6 -3.555 -6.814 -4.962  0.138
H7 -2.096 -2.725 -3.128  0.137
N1 1.380 -0.649 5.402  0.144
N2 0.708 -0.256 4.283  -0.276
N3 -0.452 0.361 4.342  0.146
C15 -0.676 0.624 3.070  -0.169
N4 0.345 0.200 2.310  -0.135
N5 1.218 -0.387 3.101  0.112
H8 0.740 -0.993 6.102  0.107
H9 2.116 -1.294 5.157  0.109
H10 -1.537 1.155 2.705  0.120